This record from the Open Molecules 2025 dataset describes C45H102AsF6NO17 as an isolated structure in a non-equilibrium geometry. The level of theory is ωB97M-V/def2-TZVPD.

Results
Orbital gap (spin up / spin down): 8.2 / 1.8 eV
Energy: -5943.8482 Ha
Largest force on an atom: 3.691 eV/Å
Total charge: +1
Multiplicity: 2
HOMO energy (spin up / spin down): -0.3894 / -0.3894 hartree

Each line ends with the Mulliken charge.
Element x y z (Å)
C 3.29 1.99 -0.04  -1.613
C 2.64 0.84 0.68  0.073
C 1.39 0.24 0.05  -0.072
C 0.78 -0.80 1.07  -0.615
N -0.82 -1.13 0.90  0.557
C -1.40 -2.03 2.03  -0.100
C -0.87 -3.41 1.79  -0.795
C -0.73 -3.49 0.32  0.483
C -1.01 -2.11 -0.25  -0.092
C -1.79 0.16 0.80  -0.192
C -1.48 1.20 1.89  -0.054
C -2.51 2.27 2.27  -1.741
H 3.54 1.78 -1.08  0.089
H 4.19 2.41 0.41  0.471
H 2.60 2.83 0.03  0.397
H 2.35 1.25 1.64  0.217
H 3.49 0.18 0.83  -0.068
H 1.52 -0.24 -0.92  0.586
H 0.62 0.95 -0.26  -0.268
H 0.90 -0.43 2.08  0.513
H 1.26 -1.78 1.03  0.286
H -2.48 -2.02 1.90  -0.263
H -1.18 -1.68 3.04  0.695
H -1.62 -4.14 2.12  0.578
H 0.12 -3.54 2.22  -0.308
H -1.41 -4.12 -0.26  0.617
H 0.13 -4.04 -0.07  -0.395
H -2.05 -2.09 -0.58  -0.966
H -0.38 -1.81 -1.09  0.689
H -2.85 -0.07 0.75  0.465
H -1.50 0.54 -0.18  -0.008
H -0.67 1.84 1.54  0.049
H -1.24 0.66 2.80  0.234
H -1.90 2.91 2.91  0.551
H -3.38 1.85 2.77  0.276
H -2.89 3.00 1.56  0.296
As -2.01 -3.51 -3.83  2.040
F -1.76 -5.15 -4.45  -0.465
F -0.44 -3.53 -2.95  -0.479
F -2.51 -1.87 -3.33  -0.501
F -3.37 -3.50 -4.96  -0.480
F -2.97 -4.18 -2.36  -0.577
F -1.00 -2.79 -5.18  -0.547
C 5.38 -4.19 -8.97  -0.782
O 4.45 -3.53 -8.23  -0.300
C 4.91 -2.38 -7.57  -0.422
C 3.69 -1.71 -6.99  -0.328
O 4.04 -0.66 -6.11  -0.316
C 2.97 0.18 -5.73  -0.441
C 3.47 1.34 -4.80  -0.380
O 2.51 2.32 -4.82  -0.291
C 2.82 3.43 -4.04  -0.088
H 5.48 -3.72 -9.94  0.306
H 4.95 -5.17 -9.19  0.258
H 6.41 -4.19 -8.61  0.320
H 5.44 -1.69 -8.23  0.331
H 5.55 -2.60 -6.71  0.296
H 3.20 -2.40 -6.30  0.244
H 3.06 -1.35 -7.80  0.276
H 2.21 -0.26 -5.09  0.210
H 2.48 0.64 -6.59  0.346
H 4.42 1.58 -5.29  0.308
H 3.68 0.86 -3.85  0.184
H 3.14 2.94 -3.12  -0.186
H 1.94 4.02 -3.77  0.188
H 3.69 3.96 -4.41  0.335
C 4.03 2.16 4.43  -0.766
O 2.92 3.04 4.07  -0.171
C 3.14 4.42 4.50  -0.678
C 1.85 5.22 4.19  -0.202
O 1.93 6.58 4.75  -0.408
C 0.66 7.27 5.15  -0.772
C -0.29 7.67 4.00  -0.381
O -0.87 6.46 3.49  -0.217
C -2.02 6.71 2.70  -0.787
H 4.89 2.42 3.82  0.332
H 3.65 1.16 4.23  0.054
H 4.44 2.12 5.44  0.450
H 3.96 4.87 3.93  0.327
H 3.31 4.60 5.56  0.306
H 1.10 4.65 4.74  0.273
H 1.73 5.37 3.12  0.223
H 0.87 8.12 5.80  0.415
H 0.10 6.60 5.81  0.367
H 0.23 8.34 3.33  0.351
H -1.07 8.19 4.55  0.379
H -2.37 5.86 2.13  0.134
H -1.85 7.52 1.98  0.329
H -2.85 7.13 3.26  0.408
C -4.87 -0.70 4.09  -0.815
O -4.19 -1.81 3.47  -0.156
C -5.04 -3.02 3.32  -0.964
C -5.62 -3.10 1.92  -0.454
O -4.68 -2.66 0.96  0.180
C -5.11 -2.91 -0.34  0.281
C -6.38 -2.12 -0.76  -0.765
O -6.11 -0.68 -0.62  -0.213
C -5.29 -0.23 -1.75  -0.483
H -4.15 0.08 4.35  0.207
H -5.40 -0.97 5.00  0.351
H -5.51 -0.22 3.34  0.348
H -5.82 -2.96 4.08  0.509
H -4.32 -3.82 3.52  0.317
H -6.50 -2.46 1.86  0.331
H -5.96 -4.11 1.67  0.437
H -5.15 -3.99 -0.35  0.536
H -4.38 -2.66 -1.13  -0.315
H -7.20 -2.41 -0.11  0.481
H -6.77 -2.37 -1.75  0.371
H -5.53 0.66 -2.32  0.374
H -5.29 -1.01 -2.51  0.387
H -4.27 0.05 -1.47  0.099
C 7.72 -2.59 0.95  -0.628
O 7.67 -1.89 2.21  -0.426
C 6.55 -1.08 2.51  -0.674
C 5.41 -1.79 3.22  -0.088
O 4.91 -2.76 2.35  -0.106
C 3.67 -3.31 2.97  -0.544
C 2.95 -4.47 2.22  -0.882
O 2.44 -3.88 0.93  0.150
C 3.18 -3.84 -0.21  -0.897
H 7.09 -3.46 0.85  0.211
H 8.75 -2.90 0.74  0.273
H 7.42 -1.95 0.11  0.293
H 6.25 -0.54 1.61  0.263
H 6.83 -0.23 3.14  0.431
H 4.65 -1.04 3.44  0.025
H 5.68 -2.23 4.18  0.431
H 2.87 -2.59 3.17  0.208
H 3.97 -3.76 3.91  0.467
H 2.08 -4.91 2.71  0.344
H 3.62 -5.29 1.97  0.531
H 3.48 -4.83 -0.55  0.356
H 4.03 -3.15 -0.18  0.171
H 2.62 -3.35 -1.00  0.236
C -1.38 2.87 -2.55  -0.105
O -2.41 3.89 -2.47  -0.346
C -2.11 4.88 -1.51  -0.151
C -3.32 5.91 -1.51  -0.554
O -3.27 6.88 -0.53  -0.178
C -4.28 7.91 -0.85  -0.764
C -4.45 9.00 0.17  -0.529
O -4.91 8.42 1.34  -0.263
C -5.42 9.39 2.29  -0.860
H -0.41 3.34 -2.69  0.273
H -1.62 2.17 -3.36  0.377
H -1.27 2.17 -1.72  -0.189
H -1.21 5.46 -1.74  0.297
H -2.08 4.49 -0.50  0.075
H -4.26 5.43 -1.25  0.280
H -3.36 6.46 -2.46  0.292
H -5.20 7.32 -0.92  0.421
H -4.12 8.40 -1.81  0.416
H -5.24 9.58 -0.31  0.414
H -3.44 9.39 0.19  0.306
H -6.28 9.91 1.86  0.377
H -4.63 10.08 2.59  0.316
H -5.85 8.91 3.16  0.256
O 0.81 -7.65 0.61  -0.657
C 0.45 -7.83 -0.59  0.655
O -0.25 -8.85 -1.12  -0.330
C -0.68 -9.99 -0.32  -0.255
C -2.15 -9.79 0.24  -1.012
C 0.57 -6.77 -1.56  -0.274
H 0.09 -10.20 0.42  0.312
H -0.60 -10.82 -1.02  0.280
H -2.18 -8.97 0.96  0.250
H -2.65 -10.65 0.67  0.380
H -2.82 -9.51 -0.58  0.299
H -0.19 -6.07 -1.19  -0.153
H 0.32 -6.99 -2.59  0.372
H 1.54 -6.28 -1.56  0.184



This record from the Open Molecules 2025 dataset describes a 7-piece molecular cluster, C45H102N8O7 overall in a non-equilibrium geometry. The level of theory is ωB97M-V/def2-TZVPD.

Results
Orbital gap: 8.6 eV
Energy: -2740.2719 Ha
Largest force on an atom: 2.892 eV/Å
Total charge: 0
SMILES: CC1(C)CCCC(C)(C)N1O.CC1(C)CCCC(C)(C)N1O.CC1(C)CCCC(C)(C)N1O.CC1(C)CCCC(C)(C)N1O.COC[C@H](C)N.COC[C@H](C)N.NC(N)=O
HOMO energy: -0.3018 hartree

Each line ends with the Mulliken charge.
Element x y z (Å)
C -5.41 1.70 -0.94  -1.993
C -4.92 3.05 -0.45  2.238
C -4.36 2.80 0.96  -1.222
C -3.83 3.61 -1.34  -1.439
C -3.55 5.10 -1.18  -0.409
C -4.89 5.81 -1.49  -1.886
C -6.01 5.40 -0.50  1.787
C -5.73 6.10 0.83  -1.620
C -7.25 5.97 -1.21  -1.920
N -6.09 3.95 -0.44  0.160
O -6.97 3.56 0.60  -0.538
H -4.61 0.95 -0.97  0.298
H -6.15 1.28 -0.26  0.516
H -5.83 1.71 -1.95  0.343
H -5.03 2.23 1.61  0.196
H -3.42 2.24 0.92  -0.005
H -4.14 3.75 1.46  0.378
H -2.88 3.08 -1.19  0.450
H -4.11 3.45 -2.39  0.422
H -3.17 5.36 -0.19  0.376
H -2.80 5.41 -1.92  0.352
H -5.07 5.43 -2.50  0.371
H -4.74 6.88 -1.43  0.551
H -5.03 6.91 0.66  0.331
H -5.27 5.46 1.59  0.286
H -6.58 6.53 1.37  0.392
H -7.32 7.05 -1.15  0.370
H -8.14 5.57 -0.69  0.435
H -7.41 5.55 -2.20  0.409
H -7.74 3.23 0.13  0.370
C -0.03 -2.92 4.46  -1.908
C 0.25 -4.31 3.90  2.418
C -0.67 -5.29 4.68  -2.011
C -0.13 -4.30 2.42  2.033
C 0.32 -5.51 1.59  -1.213
C 1.80 -5.78 1.83  -0.698
C 2.18 -5.88 3.32  1.611
C 1.79 -7.27 3.83  -1.822
C 3.71 -5.74 3.30  -1.988
N 1.64 -4.70 3.99  0.538
O 2.08 -4.66 5.34  -0.540
H -1.07 -2.61 4.43  0.175
H 0.23 -2.88 5.52  0.568
H 0.62 -2.15 4.04  0.139
H -0.19 -5.79 5.52  0.331
H -1.48 -4.74 5.18  0.545
H -1.26 -5.97 4.07  0.347
H -1.23 -4.43 2.45  0.237
H -0.08 -3.37 1.85  -2.459
H -0.30 -6.37 1.85  0.522
H 0.10 -5.22 0.56  0.423
H 2.39 -5.04 1.29  -0.301
H 1.99 -6.74 1.35  0.601
H 0.72 -7.43 3.68  0.317
H 1.86 -7.30 4.92  0.363
H 2.40 -8.09 3.46  0.427
H 4.07 -5.60 4.33  0.451
H 4.06 -4.87 2.76  0.334
H 4.23 -6.63 2.93  0.391
H 2.74 -3.96 5.37  0.339
C 5.50 -0.22 -4.94  -2.108
C 5.28 1.02 -4.06  1.607
C 5.58 2.29 -4.91  -1.543
C 3.88 0.93 -3.51  -1.501
C 3.52 1.99 -2.48  0.268
C 4.54 1.89 -1.35  -0.420
C 6.03 1.85 -1.75  2.294
C 6.53 3.26 -2.05  -2.074
C 6.78 1.26 -0.57  -1.918
N 6.15 0.90 -2.88  0.600
O 7.52 0.71 -3.24  -0.527
H 6.51 -0.14 -5.36  0.488
H 5.43 -1.15 -4.37  0.325
H 4.79 -0.23 -5.77  0.469
H 5.65 2.06 -5.97  0.404
H 4.77 2.99 -4.70  0.281
H 6.51 2.76 -4.59  0.280
H 3.15 0.84 -4.32  0.480
H 3.74 -0.04 -3.01  0.235
H 3.54 2.98 -2.95  0.041
H 2.52 1.71 -2.14  0.148
H 4.19 1.14 -0.65  -1.006
H 4.44 2.78 -0.71  0.577
H 5.81 3.82 -2.65  0.310
H 7.44 3.26 -2.67  0.381
H 6.82 3.82 -1.17  0.446
H 6.51 1.77 0.36  0.460
H 7.87 1.26 -0.67  0.432
H 6.45 0.23 -0.41  0.175
H 7.74 -0.04 -2.69  0.349
C -4.80 -0.99 1.28  -1.390
C -4.42 -2.39 1.81  2.233
C -3.88 -2.20 3.21  -2.129
C -5.66 -3.29 1.95  -1.502
C -6.35 -3.66 0.64  -0.633
C -5.20 -4.35 -0.15  -1.383
C -3.98 -3.49 -0.40  1.904
C -2.87 -4.30 -1.08  -2.032
C -4.34 -2.37 -1.39  -1.790
N -3.49 -3.05 0.91  0.138
O -2.25 -2.36 0.87  0.594
H -5.66 -0.91 0.62  0.130
H -4.87 -0.23 2.05  0.397
H -3.97 -0.63 0.66  -0.055
H -3.78 -3.14 3.77  0.425
H -2.92 -1.68 3.24  0.176
H -4.58 -1.64 3.84  0.593
H -5.44 -4.23 2.44  0.398
H -6.35 -2.74 2.61  0.369
H -7.14 -4.40 0.73  0.446
H -6.75 -2.82 0.07  0.281
H -5.63 -4.77 -1.07  0.343
H -4.90 -5.21 0.45  0.391
H -2.98 -4.44 -2.16  0.429
H -2.79 -5.27 -0.58  0.419
H -1.90 -3.80 -0.99  0.279
H -3.57 -1.61 -1.51  0.233
H -5.29 -1.86 -1.20  0.279
H -4.44 -2.74 -2.42  0.572
H -1.62 -3.07 0.97  -0.347
C -0.90 0.85 1.72  -0.636
O 0.29 0.09 1.68  -0.368
C 0.81 -0.04 0.39  -0.074
C 2.06 -0.93 0.42  1.034
C 1.76 -2.36 0.77  -0.480
N 3.04 -0.39 1.36  -0.654
H -1.69 0.36 1.15  0.249
H -0.79 1.81 1.18  0.072
H -1.01 1.04 2.78  0.393
H 0.05 -0.51 -0.26  0.235
H 1.11 0.91 -0.07  0.041
H 2.55 -0.87 -0.56  0.006
H 1.28 -2.40 1.76  -0.187
H 2.55 -3.10 0.73  -0.360
H 0.99 -2.82 0.13  0.259
H 2.67 -0.30 2.30  0.314
H 3.46 0.49 1.11  0.247
C 0.18 4.16 -1.11  0.396
O 0.99 5.12 -0.47  -0.392
C 0.81 6.43 -1.01  -0.453
C 1.78 6.70 -2.14  0.931
C 3.22 6.32 -1.83  -1.438
N 1.78 8.10 -2.59  -0.727
H 0.18 3.15 -0.69  -0.147
H 0.53 4.05 -2.15  0.271
H -0.86 4.47 -1.21  -0.332
H -0.20 6.61 -1.40  0.060
H 0.98 7.02 -0.11  0.367
H 1.52 6.02 -2.97  0.041
H 3.70 6.97 -1.08  0.391
H 3.91 6.18 -2.66  0.462
H 3.22 5.37 -1.29  0.084
H 0.87 8.37 -2.95  0.258
H 2.46 8.18 -3.34  0.261
N 6.19 -2.59 -0.46  -0.347
C 5.75 -3.70 -1.13  0.637
N 6.44 -3.92 -2.30  -0.459
O 4.77 -4.31 -0.77  -0.561
H 5.55 -2.23 0.23  0.175
H 6.99 -2.04 -0.71  0.180
H 7.30 -3.42 -2.41  0.153
H 5.99 -4.50 -2.98  0.208